# C16H48Ag2N9O7

C16H48Ag2N9O7 as an isolated structure in a non-equilibrium geometry (ωB97M-V/def2-TZVPD, the OMol25 dataset).

Atoms and positions in Å:
Ag (-16.39, 3.68, -0.12)
Ag (-18.82, -0.88, -2.77)
C (-14.58, 1.58, -3.49)
O (-15.88, 1.84, -3.16)
H (-14.19, 1.93, -4.45)
H (-13.96, 1.92, -2.66)
H (-14.42, 0.50, -3.55)
C (-17.72, -5.26, -5.95)
C (-18.42, -4.02, -5.40)
C (-19.76, -4.42, -4.77)
O (-20.53, -3.25, -4.61)
C (-21.34, -2.80, -5.71)
N (-17.51, -3.56, -4.37)
H (-17.32, -5.99, -5.24)
H (-16.93, -5.02, -6.67)
H (-18.49, -5.72, -6.57)
H (-18.47, -3.35, -6.25)
H (-19.67, -4.95, -3.82)
H (-20.35, -5.10, -5.38)
H (-22.25, -3.37, -5.91)
H (-20.78, -2.78, -6.65)
H (-21.76, -1.80, -5.57)
H (-16.52, -3.66, -4.56)
H (-17.59, -4.31, -3.69)
C (-9.67, -1.46, -0.90)
C (-8.36, -1.88, -1.49)
C (-7.29, -0.75, -1.82)
O (-6.14, -1.28, -2.56)
C (-5.44, -0.41, -3.40)
N (-7.83, -2.91, -0.62)
H (-9.48, -0.74, -0.10)
H (-10.19, -2.33, -0.48)
H (-10.27, -0.77, -1.49)
H (-8.62, -2.39, -2.42)
H (-7.01, -0.30, -0.87)
H (-7.66, 0.01, -2.51)
H (-4.39, -0.68, -3.54)
H (-5.53, 0.55, -2.90)
H (-5.81, -0.20, -4.40)
H (-7.58, -2.41, 0.22)
H (-6.99, -3.03, -1.17)
C (-8.86, 0.64, -8.58)
C (-9.45, -0.13, -9.79)
C (-10.80, -0.85, -9.61)
O (-10.68, -1.74, -8.53)
C (-11.94, -2.07, -7.89)
N (-9.52, 0.93, -10.87)
H (-9.66, 1.30, -8.23)
H (-7.93, 1.19, -8.68)
H (-8.55, -0.10, -7.84)
H (-8.71, -0.85, -10.12)
H (-11.09, -1.22, -10.59)
H (-11.60, -0.17, -9.32)
H (-12.51, -2.61, -8.65)
H (-12.43, -1.20, -7.44)
H (-11.57, -2.75, -7.13)
H (-9.45, 1.77, -10.32)
H (-8.64, 0.90, -11.35)
C (-15.31, -5.26, 0.07)
O (-16.00, -5.81, -0.76)
N (-14.73, -4.17, -0.15)
N (-15.05, -5.70, 1.24)
H (-14.15, -3.72, 0.55)
H (-14.70, -3.72, -1.06)
H (-14.38, -5.27, 1.86)
H (-15.65, -6.47, 1.51)
C (-19.08, 5.20, -5.88)
O (-20.11, 5.74, -6.34)
N (-19.26, 4.16, -5.15)
N (-17.83, 5.52, -6.09)
H (-20.14, 3.75, -4.88)
H (-18.42, 3.60, -5.03)
H (-17.64, 6.41, -6.51)
H (-17.09, 4.90, -5.80)
C (-9.29, 4.16, 2.38)
O (-8.38, 4.89, 2.26)
N (-9.45, 3.18, 3.21)
N (-10.30, 4.12, 1.53)
H (-8.67, 2.91, 3.79)
H (-10.34, 2.72, 3.15)
H (-10.08, 4.83, 0.84)
H (-10.98, 3.40, 1.34)

Results
HOMO-LUMO gap	4.33	eV
total charge	+1
E_tot	-53096.1977	eV
LUMO energy	-5.808	eV
energy relative to the best compared isomer or geometry (same formula, charge and spin)	194.2	kcal per mole

Atom charges from the Mulliken analysis, given in e for atoms 1 to 6:
1. Ag 0.69
2. Ag 0.85
3. C -0.52
4. O -0.70
5. H 0.22
6. H 0.18